Version w
{"formula": "C26H75N3O10", "method": "the ωB97M-V functional and the def2-TZVPD basis", "homo_lumo_gap_ha": 0.33912, "e_homo_ev": -9.098, "spin_multiplicity": 1, "total_charge": 0, "smiles": "COC[C@H](C)N.COC[C@H](C)N.COC[C@H](C)N.CCO.CCO.CCO.CCO.CCO.CCO.CCO", "species": ["O", "O", "O", "O", "O", "O", "O", "O", "O", "O", "N", "N", "N", "C", "C", "C", "C", "C", "C", "C", "C", "C", "C", "C", "C", "C", "C", "C", "C", "C", "C", "C", "C", "C", "C", "C", "C", "C", "C", "H", "H", "H", "H", "H", "H", "H", "H", "H", "H", "H", "H", "H", "H", "H", "H", "H", "H", "H", "H", "H", "H", "H", "H", "H", "H", "H", "H", "H", "H", "H", "H", "H", "H", "H", "H", "H", "H", "H", "H", "H", "H", "H", "H", "H", "H", "H", "H", "H", "H", "H", "H", "H", "H", "H", "H", "H", "H", "H", "H", "H", "H", "H", "H", "H", "H", "H", "H", "H", "H", "H", "H", "H", "H", "H"], "positions_angstrom": [[0.116, -2.582, 4.967], [-2.798, -0.859, 5.429], [4.130, 1.330, 0.909], [-1.286, 1.485, -1.702], [2.624, -0.779, 1.967], [-0.961, 3.997, -6.080], [-3.572, 4.481, 2.261], [3.279, 1.573, -4.799], [1.643, -4.592, -2.158], [-4.028, -1.090, 2.154], [0.643, -1.521, -0.930], [5.150, -2.343, 1.461], [-2.737, 6.705, -4.405], [1.808, 0.277, 2.448], [-2.949, 2.385, 1.136], [-1.890, 1.128, -2.924], [-0.572, -0.863, -1.088], [2.430, -0.532, -4.053], [-1.711, 6.064, -5.182], [-2.500, 3.561, 1.980], [-6.156, -1.630, 3.003], [3.073, -1.651, 2.947], [-1.189, 0.547, 4.532], [3.661, 1.322, -0.426], [-0.051, -4.067, 3.114], [-0.689, -3.597, 4.415], [2.141, 0.771, -4.744], [4.247, -3.963, 2.901], [3.865, -2.764, 2.048], [1.544, -5.131, 0.189], [-2.577, 0.433, 5.186], [4.949, 1.339, -1.147], [1.342, -5.569, -1.242], [-0.326, 6.893, -5.348], [-1.232, 2.564, -6.207], [-0.219, 0.656, -1.265], [-4.757, -2.163, 2.708], [-1.421, -1.246, 0.129], [-1.629, 4.541, -4.956], [0.271, -5.729, -1.366], [-1.713, 4.181, 1.551], [-0.931, -0.961, 1.060], [4.501, 0.983, -2.075], [-3.205, -1.081, 2.647], [3.003, 2.460, -5.044], [-3.139, 2.801, 0.147], [-2.509, 6.738, -3.422], [5.310, 2.365, -1.221], [-2.407, -0.781, 0.099], [-0.678, 1.948, -5.498], [-2.129, 3.248, 2.955], [-0.459, -3.500, 2.277], [1.761, 0.772, -5.765], [-2.279, -1.023, 6.220], [-2.805, 0.550, -2.795], [-1.282, 0.715, -3.730], [2.398, -0.455, -2.966], [-4.193, -2.379, 3.615], [2.588, -5.382, 0.378], [-0.345, -5.100, 2.931], [3.670, 0.630, 1.378], [-6.652, -1.460, 2.047], [1.466, 0.881, 1.608], [-1.071, 4.358, -4.037], [-0.357, 0.031, 5.010], [-2.245, 2.203, -6.030], [0.573, 0.791, -2.002], [3.334, -4.311, 3.385], [-0.762, -4.458, 5.079], [-1.647, -2.303, 0.272], [4.778, -4.676, 2.270], [-2.846, 7.685, -4.626], [-1.728, -3.270, 4.377], [5.738, 0.701, -0.748], [3.832, -1.063, 3.462], [1.299, 1.133, -4.152], [3.298, -3.094, 1.178], [-1.064, 2.252, -7.237], [0.748, -1.474, 0.073], [0.540, -2.510, -1.108], [0.892, -0.116, 2.890], [0.163, 1.009, -0.307], [5.901, -2.522, 2.113], [5.020, -3.773, 3.646], [2.271, 0.787, 3.292], [-3.347, 0.845, 4.534], [3.107, 2.237, -0.633], [-0.608, 7.908, -5.630], [-4.682, -3.009, 2.025], [-2.309, 2.034, -3.361], [0.931, -5.685, 0.900], [3.457, -0.775, -4.328], [-0.327, -2.506, 5.815], [5.128, -1.346, 1.307], [3.013, 0.451, -0.524], [1.321, -4.078, 0.358], [1.740, -1.312, -4.373], [-2.104, 6.186, -6.191], [0.180, 7.085, -4.402], [-6.227, -0.612, 3.385], [-0.801, 1.565, 4.564], [-6.736, -2.379, 3.543], [-4.335, 4.192, 1.757], [-3.866, 1.857, 1.397], [-2.707, 0.889, 6.167], [2.599, -4.509, -2.174], [2.310, -2.158, 3.538], [1.753, -6.576, -1.324], [-1.268, 0.033, 3.575], [-2.610, 4.066, -4.927], [0.232, 6.334, -6.099], [1.038, -4.092, 3.066], [-1.014, -1.184, -2.032], [-2.171, 1.631, 1.015]], "mulliken_charge": [-0.48, -0.44, -0.67, -0.32, 0.11, -0.35, -0.58, -0.56, -0.45, -0.33, -0.12, -0.72, -0.63, -0.60, -0.69, -0.71, 0.43, -0.87, 0.21, -0.11, -1.27, -0.54, -0.36, 0.59, -0.27, -0.16, 0.29, -1.71, 1.01, -0.05, -0.67, -1.26, -0.80, -1.34, -0.58, 0.47, 0.09, -0.94, -0.30, 0.32, 0.28, -0.16, 0.34, 0.03, 0.30, 0.46, 0.24, 0.28, 0.47, -0.02, 0.08, -0.04, 0.39, 0.31, 0.32, 0.31, -0.07, 0.11, 0.24, 0.51, 0.41, 0.33, 0.22, 0.19, 0.42, 0.40, -0.42, 0.28, 0.41, 0.42, 0.50, 0.26, 0.07, 0.30, 0.31, -0.18, -0.18, 0.36, -0.32, 0.14, -0.31, -0.42, 0.25, 0.47, 0.54, 0.21, 0.24, 0.35, 0.27, 0.12, 0.28, 0.37, 0.24, 0.22, -0.24, -0.25, 0.37, 0.23, 0.33, 0.28, 0.42, 0.36, 0.32, 0.39, 0.44, 0.33, 0.12, 0.42, -0.26, 0.34, 0.36, -0.20, 0.67, -0.19]}

---

Version x
{"formula": "C26H75N3O10", "method": "the ωB97M-V functional and the def2-TZVPD basis", "homo_lumo_gap_ha": 0.33391, "e_homo_ev": -8.825, "spin_multiplicity": 1, "total_charge": 0, "smiles": "COC[C@H](C)N.COC[C@H](C)N.COC[C@H](C)N.CCO.CCO.CCO.CCO.CCO.CCO.CCO", "species": ["O", "O", "O", "O", "O", "O", "O", "O", "O", "O", "N", "N", "N", "C", "C", "C", "C", "C", "C", "C", "C", "C", "C", "C", "C", "C", "C", "C", "C", "C", "C", "C", "C", "C", "C", "C", "C", "C", "C", "H", "H", "H", "H", "H", "H", "H", "H", "H", "H", "H", "H", "H", "H", "H", "H", "H", "H", "H", "H", "H", "H", "H", "H", "H", "H", "H", "H", "H", "H", "H", "H", "H", "H", "H", "H", "H", "H", "H", "H", "H", "H", "H", "H", "H", "H", "H", "H", "H", "H", "H", "H", "H", "H", "H", "H", "H", "H", "H", "H", "H", "H", "H", "H", "H", "H", "H", "H", "H", "H", "H", "H", "H", "H", "H"], "positions_angstrom": [[8.578, 4.440, -1.836], [-1.120, -5.067, 3.496], [-0.454, 5.319, 0.636], [-3.248, 4.217, 3.381], [-3.847, 0.611, -4.983], [-1.517, -6.471, -4.505], [-0.831, -2.237, 0.674], [-0.332, 0.879, 7.544], [0.668, 0.277, -4.881], [-6.154, -5.850, 0.562], [2.186, 1.999, 5.013], [0.382, -3.711, -2.986], [6.179, 3.338, -3.019], [-0.947, -5.692, -3.440], [8.453, 5.845, -2.021], [2.522, 1.530, 7.273], [-1.733, 1.126, 7.963], [-0.296, -4.418, -4.094], [-0.011, 4.902, -0.653], [-4.834, 2.524, 3.221], [0.623, -4.692, -5.257], [1.607, 1.232, 6.083], [1.576, 2.334, -5.864], [1.885, 1.066, -5.149], [-5.213, -5.449, -0.463], [5.102, 3.190, -0.983], [6.102, 4.000, -1.720], [-5.486, 1.783, -3.567], [-5.301, -3.909, -0.406], [-0.251, -1.312, 1.490], [-1.182, 4.853, -1.528], [-4.129, 1.183, -3.675], [0.749, -5.214, 4.977], [0.115, 1.570, 6.324], [7.517, 3.904, -1.025], [0.090, -0.080, 0.666], [-1.836, -7.847, -4.227], [-0.120, -5.958, 3.941], [-3.788, 3.293, 2.517], [-1.887, -5.122, 4.071], [-0.649, -6.840, 4.304], [7.405, 4.530, -0.140], [-5.454, -5.750, -1.482], [-0.724, 0.346, 0.078], [4.196, 3.206, -1.588], [-5.513, 3.256, 3.661], [-4.613, -3.498, 0.333], [-1.543, 5.824, -1.866], [-1.079, -3.747, -4.445], [1.347, -5.420, -4.891], [-2.414, 4.504, 3.002], [1.021, 2.095, -6.771], [-5.767, 2.374, -4.438], [0.367, -5.052, 5.985], [8.046, 5.852, -3.032], [1.645, -5.803, 5.176], [-3.309, 1.887, -3.534], [2.683, 0.557, -5.689], [-6.183, 0.945, -3.576], [1.275, -3.863, -5.534], [2.476, 2.813, -6.247], [-1.019, -2.907, 1.335], [-2.355, 0.693, 7.179], [-2.900, 0.562, -5.136], [0.676, 5.606, -1.121], [-1.709, -5.354, -2.738], [9.420, 6.345, -2.081], [0.569, 3.992, -0.499], [-0.230, -3.712, -2.182], [1.168, -4.306, -2.766], [-1.040, -1.059, 2.198], [1.028, 3.142, -5.380], [-1.834, 2.144, 8.337], [3.592, 1.686, 7.137], [-4.207, -5.748, -0.166], [2.064, 2.396, 7.750], [-1.981, 4.323, -1.009], [7.691, 2.887, -0.674], [-5.113, -3.536, -1.413], [5.714, 5.019, -1.731], [0.164, -4.973, -6.205], [1.197, -4.262, 4.692], [-0.825, 4.328, -2.414], [-4.318, 1.899, 3.949], [2.069, 2.993, 5.146], [-1.583, -8.522, -5.045], [0.479, 0.658, 1.368], [-4.174, 3.908, 1.703], [0.514, -1.816, 2.082], [-3.082, 2.632, 2.015], [0.530, -6.347, 3.157], [7.824, 6.434, -1.354], [0.983, -0.345, -4.221], [6.848, 3.869, -3.557], [4.773, 3.627, -0.040], [-0.069, 2.643, 6.372], [-5.684, 2.420, -2.705], [5.325, 3.609, -3.485], [-0.194, -6.187, -2.827], [-3.978, 0.495, -2.843], [0.950, -0.334, 0.046], [-1.543, -8.267, -3.265], [-5.661, -6.160, 1.326], [-0.799, 6.202, 0.486], [5.376, 2.136, -1.030], [-5.410, 2.005, 2.455], [3.191, 1.927, 4.945], [-6.200, -3.351, -0.143], [2.172, 1.288, -4.121], [-1.955, 0.581, 8.881], [-0.433, 1.182, 5.465], [1.651, 0.217, 5.687], [2.215, 0.685, 7.889], [-2.919, -7.953, -4.301]], "mulliken_charge": [-0.42, -0.48, -0.51, -0.54, -0.55, -0.32, -0.46, -0.32, -0.50, -0.53, -0.68, -0.60, -0.73, -0.60, -0.72, -1.33, -0.73, 0.46, -0.26, -1.04, -1.42, 0.43, -1.13, -0.03, -0.14, -1.55, 0.67, -1.07, -0.90, -0.16, -0.87, 0.12, -0.96, -0.61, -0.75, -1.13, -0.77, -0.21, -0.07, 0.27, 0.27, 0.41, 0.25, 0.28, 0.29, 0.29, 0.21, 0.38, 0.24, 0.32, 0.30, 0.32, 0.31, 0.30, 0.25, 0.35, 0.10, 0.26, 0.26, 0.38, 0.36, 0.25, 0.28, 0.30, 0.23, 0.33, 0.27, 0.32, 0.18, 0.27, 0.24, 0.25, 0.30, 0.46, 0.20, 0.30, 0.19, 0.40, 0.27, 0.26, 0.30, 0.23, 0.23, 0.24, 0.24, 0.28, 0.35, 0.26, 0.27, 0.23, 0.24, 0.30, 0.29, 0.26, 0.40, 0.34, 0.32, 0.25, 0.39, 0.22, 0.34, 0.31, 0.29, 0.30, 0.39, 0.33, 0.22, 0.35, 0.18, 0.26, 0.35, 0.18, 0.30, 0.27]}

---

Of them, version x has the lowest stability.